{
  "formula": "C40H92BF4N5O",
  "method": "ωB97M-V/def2-TZVPD",
  "e_homo_ha": -0.6271,
  "total_charge": 4,
  "total_energy_ha": -2351.6052,
  "homo_lumo_gap_ha": 0.3479,
  "elements": ["C", "C", "N", "C", "C", "C", "C", "C", "O", "C", "H", "H", "H", "H", "H", "H", "H", "H", "H", "H", "H", "H", "H", "H", "H", "H", "H", "H", "H", "H", "C", "C", "C", "N", "C", "C", "C", "C", "C", "H", "H", "H", "H", "H", "H", "H", "H", "H", "H", "H", "H", "H", "H", "H", "H", "H", "H", "C", "C", "C", "N", "C", "C", "C", "C", "C", "H", "H", "H", "H", "H", "H", "H", "H", "H", "H", "H", "H", "H", "H", "H", "H", "H", "H", "C", "C", "C", "N", "C", "C", "C", "C", "C", "H", "H", "H", "H", "H", "H", "H", "H", "H", "H", "H", "H", "H", "H", "H", "H", "H", "H", "C", "C", "C", "N", "C", "C", "C", "C", "C", "H", "H", "H", "H", "H", "H", "H", "H", "H", "H", "H", "H", "H", "H", "H", "H", "H", "H", "B", "F", "F", "F", "F"],
  "xyz": [[3.906, -2.851, -0.056], [2.878, -3.492, 0.862], [3.443, -3.959, 2.188], [3.906, -2.785, 2.961], [2.307, -4.651, 2.946], [1.015, -3.867, 3.011], [4.554, -4.964, 1.964], [5.136, -5.637, 3.184], [4.289, -6.673, 3.597], [4.805, -7.397, 4.707], [4.041, -1.810, 0.261], [3.521, -2.809, -1.072], [4.920, -3.242, -0.065], [2.438, -4.378, 0.406], [2.125, -2.749, 1.102], [4.750, -2.352, 2.423], [4.272, -3.068, 3.939], [3.115, -2.044, 3.021], [2.698, -4.790, 3.949], [2.176, -5.622, 2.477], [1.143, -2.839, 3.351], [0.400, -4.393, 3.742], [0.480, -3.849, 2.062], [5.361, -4.400, 1.504], [4.172, -5.708, 1.267], [5.258, -4.925, 4.015], [6.135, -6.005, 2.927], [4.650, -6.840, 5.639], [5.871, -7.602, 4.584], [4.255, -8.330, 4.777], [4.703, 1.239, -1.423], [3.689, 2.137, -2.068], [3.376, 1.742, -3.498], [2.071, 2.319, -4.023], [0.926, 1.589, -3.406], [1.998, 2.180, -5.512], [0.957, 3.196, -5.967], [0.826, 4.201, -4.791], [1.950, 3.821, -3.840], [5.500, 0.889, -2.079], [4.243, 0.353, -0.975], [5.213, 1.745, -0.599], [4.076, 3.166, -2.079], [2.782, 2.267, -1.473], [3.246, 0.664, -3.614], [4.138, 2.071, -4.202], [0.973, 1.664, -2.321], [1.028, 0.542, -3.677], [-0.002, 2.044, -3.734], [1.761, 1.139, -5.733], [2.984, 2.366, -5.932], [0.000, 2.752, -6.227], [1.328, 3.735, -6.835], [-0.124, 4.096, -4.267], [0.920, 5.229, -5.129], [1.888, 4.007, -2.771], [2.921, 4.208, -4.159], [0.357, 5.416, -0.793], [0.700, 4.305, 0.214], [1.320, 4.919, 1.449], [1.839, 3.944, 2.460], [0.708, 3.229, 3.125], [2.821, 2.937, 1.886], [3.639, 2.458, 3.057], [3.541, 3.598, 4.116], [2.657, 4.658, 3.494], [-0.187, 5.075, -1.669], [1.305, 5.846, -1.134], [-0.175, 6.215, -0.278], [1.394, 3.591, -0.238], [-0.201, 3.732, 0.442], [0.605, 5.545, 1.984], [2.164, 5.544, 1.152], [0.188, 2.665, 2.355], [0.067, 3.962, 3.604], [1.131, 2.524, 3.832], [2.217, 2.184, 1.384], [3.367, 3.502, 1.129], [3.241, 1.548, 3.499], [4.683, 2.316, 2.800], [3.268, 3.254, 5.110], [4.533, 4.031, 4.256], [2.031, 5.175, 4.218], [3.284, 5.386, 2.983], [-4.346, -4.107, -0.221], [-4.331, -2.831, 0.619], [-3.889, -3.162, 2.043], [-3.631, -1.982, 2.962], [-2.787, -0.958, 2.312], [-2.955, -2.497, 4.205], [-4.073, -3.015, 5.106], [-5.297, -2.168, 4.727], [-4.932, -1.381, 3.462], [-4.474, -3.855, -1.276], [-5.130, -4.798, 0.071], [-3.355, -4.565, -0.182], [-5.314, -2.352, 0.675], [-3.627, -2.117, 0.192], [-2.957, -3.724, 1.993], [-4.643, -3.746, 2.571], [-3.325, -0.529, 1.474], [-1.854, -1.411, 1.982], [-2.563, -0.152, 3.006], [-2.529, -1.619, 4.693], [-2.188, -3.220, 3.953], [-3.836, -2.847, 6.152], [-4.264, -4.071, 4.935], [-5.630, -1.493, 5.511], [-6.173, -2.787, 4.527], [-4.707, -0.344, 3.693], [-5.656, -1.487, 2.662], [-4.970, 2.763, -6.676], [-5.357, 2.245, -5.301], [-4.435, 1.075, -4.970], [-4.446, 0.645, -3.510], [-5.834, 0.326, -3.099], [-3.558, -0.575, -3.278], [-2.337, -0.098, -2.500], [-2.885, 1.083, -1.707], [-3.902, 1.754, -2.609], [-5.172, 2.023, -7.448], [-3.944, 3.128, -6.715], [-5.582, 3.628, -6.942], [-6.380, 1.876, -5.335], [-5.283, 3.051, -4.569], [-3.390, 1.305, -5.180], [-4.741, 0.192, -5.531], [-6.203, -0.507, -3.697], [-6.476, 1.195, -3.180], [-5.835, -0.026, -2.067], [-4.151, -1.306, -2.740], [-3.301, -0.954, -4.265], [-1.971, -0.912, -1.878], [-1.532, 0.225, -3.158], [-3.351, 0.723, -0.783], [-2.092, 1.730, -1.336], [-4.728, 2.208, -2.074], [-3.419, 2.464, -3.277], [0.385, -0.184, 0.434], [0.938, -0.128, 1.733], [-0.558, 0.875, 0.322], [1.362, -0.070, -0.559], [-0.272, -1.426, 0.272]],
  "mulliken_charge": [-1.370, 0.106, 0.471, -1.027, -0.490, -1.325, -0.510, -0.778, -0.336, -0.795, 0.271, 0.431, 0.319, 0.426, -0.068, 0.449, 0.357, 0.288, 0.405, 0.446, 0.276, 0.482, 0.372, 0.376, 0.384, 0.306, 0.549, 0.322, 0.335, 0.267, -1.588, 1.064, -1.057, 0.230, -1.177, -0.542, -0.741, -0.624, -0.228, 0.466, 0.233, 0.388, 0.392, -0.715, 0.330, 0.466, 0.216, 0.422, 0.479, 0.438, 0.500, 0.306, 0.331, 0.076, 0.608, 0.035, 0.497, -1.600, 1.515, -1.132, 0.120, -0.906, 0.095, -0.530, -0.839, -0.504, 0.302, 0.423, 0.465, -0.530, 0.074, 0.445, 0.336, 0.301, 0.246, 0.447, -0.269, 0.299, 0.239, 0.476, 0.372, 0.314, 0.459, 0.443, -1.483, 0.441, -0.925, 0.433, -2.447, -0.465, -0.687, -0.658, -0.392, 0.375, 0.406, 0.372, 0.331, -0.150, 0.380, 0.426, 0.819, 0.704, 0.611, 0.503, 0.192, 0.392, 0.347, 0.368, 0.337, 0.409, 0.217, -1.397, -0.204, -1.069, 0.686, -1.302, -0.792, 0.504, 1.180, -0.969, 0.370, 0.316, 0.399, 0.384, 0.378, 0.409, 0.524, 0.368, 0.397, 0.484, 0.123, 0.334, 0.140, -0.312, -0.341, -0.206, 0.279, 0.355, 0.851, -0.470, -0.424, -0.208, -0.450]
}